ORCA calculation (wB97M-V/def2-TZVPD) on a structure of composition C30H25F3N2P2SbSe4V.

Results
<S²>	2.0433
spin multiplicity	3
largest force on an atom	0.0135	Eh/bohr
net charge	0
E_HOMO (spin up / spin down)	-7.00 / -7.01	eV

Each line ends with the natural charge from an NBO analysis.
Geometry (Å):
H (-2.539, 2.195, 5.068)  0.215
V (1.233, -0.691, 0.895)  0.469
H (-2.119, -0.272, -4.499)  0.221
C (-4.609, -3.110, 1.194)  -0.206
C (-1.326, 0.434, -2.637)  -0.145
C (3.831, -1.504, -3.153)  -0.078
H (-2.225, 0.200, -2.080)  0.217
H (-2.364, 1.617, 2.692)  0.201
C (1.990, -1.911, -1.719)  0.054
H (1.896, 1.216, -4.625)  0.227
H (-1.771, 0.603, 6.795)  0.220
C (3.614, -0.410, -1.052)  0.086
H (-2.469, 1.151, 0.476)  0.422
C (-0.108, 0.441, -4.713)  -0.199
H (3.967, 0.255, -0.276)  0.259
H (-3.813, -1.627, 2.528)  0.230
H (-0.636, 5.994, -1.411)  0.220
Se (2.275, 0.889, 2.306)  -0.453
Se (1.646, -2.768, 2.109)  -0.539
C (-0.319, 5.694, 0.688)  -0.186
C (-0.427, 3.917, -0.926)  -0.199
C (4.334, -0.625, -2.212)  -0.206
C (-1.554, -0.346, 3.063)  -0.420
C (-0.220, 2.990, 0.092)  -0.317
C (0.933, 1.264, -2.711)  -0.199
H (-5.512, -3.257, 1.771)  0.223
H (-0.060, 0.225, -5.772)  0.222
H (2.239, -2.886, -3.608)  0.242
C (-2.495, -2.007, 0.876)  -0.307
H (-0.356, 6.751, 0.919)  0.220
C (2.646, -2.177, -2.903)  -0.175
H (-1.364, -2.630, -0.843)  0.205
N (2.449, -1.025, -0.825)  -0.516
C (-3.660, -2.192, 1.617)  -0.191
C (-0.475, 5.270, -0.623)  -0.213
C (-2.059, 0.894, 3.437)  -0.155
H (0.141, 2.692, 2.194)  0.241
C (-2.280, -2.759, -0.277)  -0.197
C (-1.133, -1.250, 4.041)  -0.172
P (-0.150, 1.208, -0.187)  1.142
N (-1.613, 0.614, 0.432)  -1.248
C (-1.725, 0.330, 5.749)  -0.186
H (-5.134, -4.568, -0.288)  0.221
P (-1.256, -0.770, 1.326)  1.151
C (4.562, -1.685, -4.459)  0.968
C (-1.263, 0.161, -3.999)  -0.221
H (1.063, -2.409, -1.463)  0.211
C (-4.395, -3.848, 0.036)  -0.186
C (0.992, 0.999, -4.069)  -0.204
H (-3.060, -4.262, -1.592)  0.220
H (1.796, 1.681, -2.203)  0.223
C (-0.050, 3.419, 1.412)  -0.207
H (0.025, 5.108, 2.726)  0.224
H (5.275, -0.116, -2.367)  0.251
C (-3.231, -3.675, -0.699)  -0.197
C (-0.229, 0.986, -1.987)  -0.418
Se (5.506, -1.428, 1.869)  -0.682
H (-0.553, 3.581, -1.947)  0.223
F (5.875, -1.847, -4.275)  -0.307
Se (3.280, -1.411, 5.553)  -0.627
Sb (3.494, -1.280, 3.175)  1.078
C (-2.151, 1.226, 4.781)  -0.214
H (-0.852, -1.596, 6.131)  0.233
C (-1.216, -0.909, 5.380)  -0.185
F (4.109, -2.737, -5.150)  -0.314
H (-0.690, -2.193, 3.749)  0.246
F (4.399, -0.596, -5.235)  -0.321
C (-0.108, 4.772, 1.706)  -0.194



ORCA calculation (wB97M-V/def2-TZVPD) on a structure of composition C30H25F4N5PTl.

Results
largest force on an atom	0.0952	Eh/bohr
net charge	0
E_HOMO (spin up / spin down)	-7.46 / -7.49	eV

Each line ends with the natural charge from an NBO analysis.
Geometry (Å):
C (3.539, -1.990, -3.711)  -0.616
H (-6.585, 0.695, -1.258)  0.224
H (2.430, -2.164, -3.771)  0.207
H (3.321, 3.425, -2.113)  0.232
H (-6.283, -1.340, 0.189)  0.239
H (0.111, -2.344, 0.909)  0.232
C (5.087, -1.537, -0.607)  -0.604
C (-0.791, 1.570, 2.430)  0.354
F (-0.317, 0.640, 1.574)  -0.310
H (-2.412, 1.488, -0.889)  0.216
C (-0.168, -4.319, 0.145)  -0.204
H (5.346, -1.876, 0.366)  0.216
H (4.976, -0.303, -3.221)  0.222
C (-0.769, -5.115, -0.883)  -0.189
C (-1.898, 3.443, 4.050)  0.412
N (-3.421, 2.738, 7.441)  -0.224
H (4.860, 3.001, -2.913)  0.211
C (-5.607, 0.298, -1.010)  -0.170
C (3.624, -1.055, -0.527)  -0.745
H (4.015, -2.265, -4.691)  0.217
N (3.222, 3.949, 1.628)  -0.387
C (-4.522, 0.931, 4.741)  0.251
H (2.975, -1.917, -0.548)  0.218
H (-0.637, -6.213, -0.812)  0.230
C (-2.954, -0.547, -0.426)  0.087
H (0.484, -4.815, 0.825)  0.221
C (-2.451, 2.143, 4.136)  -0.189
C (3.893, -0.547, -3.328)  -0.733
C (4.102, 1.466, -1.610)  -0.719
C (-0.440, -2.963, 0.241)  -0.186
C (3.874, 2.617, -2.648)  -0.620
C (-3.242, 0.809, -0.813)  -0.201
C (-0.187, 2.841, 2.371)  -0.051
C (2.099, 3.553, 1.575)  0.294
F (-0.504, 5.072, 2.902)  -0.291
C (-3.386, 2.388, 6.330)  0.235
H (-2.939, -2.821, -1.949)  0.232
P (2.997, 0.009, -1.836)  0.850
C (-1.456, -2.378, -0.537)  0.086
H (3.828, 1.804, -0.505)  0.250
C (0.816, 3.015, 1.344)  -0.507
C (-1.992, -3.149, -1.568)  -0.259
C (0.704, 2.440, 0.094)  0.430
C (-4.090, -1.261, -0.003)  -0.189
H (-3.862, -2.232, 0.410)  0.223
H (-4.694, 2.221, -1.507)  0.230
H (5.156, 1.145, -1.724)  0.212
H (3.491, 0.170, -4.125)  0.227
H (3.963, -2.689, -2.945)  0.202
H (-1.902, -5.004, -2.712)  0.224
H (3.393, 2.368, -3.573)  0.200
C (-1.568, -4.430, -1.811)  -0.187
C (-1.825, 1.217, 3.276)  0.349
N (0.696, 1.969, -0.980)  -0.609
H (5.718, -0.676, -0.872)  0.207
F (-2.384, 4.441, 4.819)  -0.304
H (3.460, -0.631, 0.468)  0.242
C (-3.500, 1.797, 5.097)  -0.173
C (-5.384, -0.908, -0.361)  -0.221
C (-4.539, 1.192, -1.191)  -0.215
N (-1.694, -1.055, -0.273)  -0.384
N (-5.338, 0.182, 4.290)  -0.246
Tl (-0.494, 0.111, -2.395)  0.826
F (-2.226, -0.054, 3.184)  -0.296
H (5.098, -2.346, -1.378)  0.202
C (-0.815, 3.799, 3.185)  0.319



Number 1: total energy -354840.6277 eV. Number 2: total energy -63811.4133 eV.